Record 1
A structure of composition C20H40P2ReSi in a non-equilibrium geometry, computed with ωB97M-V/def2-TZVPD.

```
64
Properties=species:S:1:pos:R:3:mulliken_spin:R:1
P 0.193 -2.287 -2.822 -0.028
P -0.208 1.275 -2.801 0.017
C -0.413 -1.165 -4.213 0.000
C 0.270 0.185 -4.270 0.004
H -1.503 -1.063 -4.101 -0.001
H -0.193 -1.748 -5.121 -0.001
H 1.365 0.084 -4.276 -0.001
H -0.040 0.721 -5.179 0.000
C -1.676 2.123 -3.683 0.001
H -2.086 2.931 -3.042 0.000
H -2.487 1.389 -3.872 0.000
H -1.345 2.554 -4.657 0.001
C 1.060 2.571 -3.146 0.002
H 0.824 3.152 -4.049 0.000
H 2.053 2.105 -3.268 0.000
H 1.118 3.265 -2.292 0.000
C -1.123 -3.502 -3.166 0.004
H -1.200 -4.274 -2.393 -0.002
H -0.896 -3.984 -4.132 0.000
H -2.095 -2.982 -3.253 0.001
C 1.697 -2.990 -3.629 -0.012
H 2.480 -2.213 -3.746 0.000
H 1.387 -3.361 -4.634 -0.001
H 2.086 -3.823 -3.016 0.000
Re -0.002 -0.780 1.133 2.495
C 0.843 0.989 0.309 -0.083
C -0.567 1.261 0.240 0.485
C -1.790 0.892 -0.519 -0.065
C -1.871 -0.522 -1.091 0.040
C -0.855 -1.557 -0.652 -0.118
C 0.654 -1.828 -0.914 0.009
C 1.979 -0.973 -0.892 0.088
C 1.915 0.534 -0.645 0.014
C 0.682 -2.396 2.209 0.083
H 1.308 1.546 1.147 -0.024
H -0.849 2.036 0.963 -0.029
H -2.023 1.639 -1.307 0.050
H -2.643 1.008 0.214 0.005
H -2.850 -0.928 -0.748 0.006
H -1.983 -0.489 -2.196 -0.014
H -1.340 -2.554 -0.596 0.028
H 0.899 -2.902 -0.692 0.004
H 2.457 -1.133 -1.877 -0.001
H 2.665 -1.390 -0.116 -0.002
H 2.850 0.779 -0.113 0.002
H 1.916 1.096 -1.582 -0.018
H 1.552 -2.024 2.751 -0.004
H 0.920 -3.293 1.621 0.023
H -0.127 -2.584 2.954 0.000
C -1.546 2.897 5.974 0.007
Si -0.229 1.575 5.695 0.002
C 1.475 2.347 5.996 0.006
C -0.470 0.154 6.918 0.014
C -0.385 0.867 3.964 0.397
C -0.322 0.189 2.894 -0.381
H -1.586 3.225 7.028 0.000
H -2.530 2.494 5.700 -0.001
H -1.338 3.776 5.347 0.000
H 1.641 2.563 7.065 0.000
H 2.263 1.657 5.661 0.000
H 1.576 3.289 5.439 0.000
H -1.465 -0.297 6.773 0.000
H 0.295 -0.623 6.745 0.000
H -0.390 0.496 7.962 0.000
```

⟨S²⟩: 3.86
Electronic energy, eV: -49951.988
HOMO level (spin up / spin down), eV: -14.392 / -14.595
Total charge: +2
LUMO (spin up / spin down), eV: -7.68 / -8.13
Spin multiplicity: 4

Record 2
A structure of composition C20H41AsInN4P2S in a non-equilibrium geometry, computed with ωB97M-V/def2-TZVPD.

```
70
Properties=species:S:1:pos:R:3:nbo_charge:R:1
In 0.218 -0.583 0.493 0.813
C -0.623 3.641 2.643 -0.706
C -0.267 2.505 1.728 0.319
N -0.507 1.277 1.999 -0.280
N -1.191 0.879 3.106 -0.410
C -1.556 -0.403 3.318 0.359
N -2.417 -0.577 4.344 -0.729
S -0.994 -1.722 2.367 -0.101
C 0.341 2.692 0.423 0.098
C 0.757 3.925 0.016 -0.165
C 1.526 4.146 -1.172 -0.100
C 1.829 3.017 -1.896 -0.209
C 1.483 1.779 -1.403 0.072
N 0.725 1.601 -0.321 -0.494
H -0.540 4.663 2.282 0.276
H -1.670 3.535 2.895 0.246
H -0.095 3.549 3.632 0.275
H -1.750 1.537 3.576 0.405
H -2.483 0.103 5.106 0.434
H -2.670 -1.532 4.589 0.449
H 0.586 4.782 0.667 0.244
H 1.784 5.186 -1.418 0.276
H 2.325 3.054 -2.845 0.261
H 1.725 0.841 -1.951 0.208
C 4.167 0.527 0.996 -0.959
P 2.789 -0.439 1.611 1.000
C 2.722 -0.199 3.324 -1.038
C 3.381 -2.180 1.273 -0.695
C 3.130 -2.544 -0.201 -0.741
P 1.377 -2.605 -0.696 1.009
C 0.752 -4.127 0.011 -0.982
C 1.148 -2.555 -2.447 -0.967
H 4.843 0.450 1.764 0.257
H 3.925 1.609 0.849 0.264
H 4.609 0.255 -0.032 0.277
H 3.487 -0.664 3.911 0.286
H 1.848 -0.597 3.855 0.272
H 2.778 0.872 3.650 0.281
H 2.881 -2.914 1.901 0.247
H 4.437 -2.274 1.496 0.274
H 3.603 -3.512 -0.456 0.284
H 3.703 -1.805 -0.796 0.256
H 1.322 -5.039 -0.173 0.289
H -0.301 -4.355 -0.282 0.275
H 0.867 -3.998 1.097 0.257
H 1.943 -2.990 -3.070 0.297
H 1.048 -1.523 -2.787 0.247
H 0.236 -3.071 -2.523 0.257
C -2.985 2.231 -1.157 -0.629
C -3.064 0.813 -0.605 -0.691
As -1.778 -0.464 -1.318 0.967
C -2.490 -2.253 -1.136 -0.709
C -3.795 -2.646 -1.825 -0.627
C -1.712 -0.376 -3.310 -0.609
C -1.246 0.921 -3.936 -0.629
H -3.462 2.902 -0.405 0.239
H -3.591 2.321 -2.052 0.242
H -1.990 2.583 -1.410 0.203
H -4.049 0.391 -0.762 0.256
H -2.897 0.816 0.447 0.211
H -2.645 -2.427 -0.069 0.240
H -1.627 -2.859 -1.376 0.206
H -4.645 -1.995 -1.490 0.225
H -4.086 -3.663 -1.760 0.256
H -3.786 -2.467 -2.891 0.220
H -2.735 -0.609 -3.497 0.240
H -1.039 -1.155 -3.557 0.222
H -1.862 1.729 -3.549 0.220
H -1.548 0.948 -4.991 0.262
H -0.200 1.040 -3.804 0.201
```

Electronic energy, eV: -122766.836
HOMO level, eV: -16.747
Total charge: +3
LUMO, eV: -9.24

Record 3
A structure of composition C20H41BiCl5N2OPSi2Te2, computed with ωB97M-V/def2-TZVPD.

```
75
Properties=species:S:1:pos:R:3:lowdin_charge:R:1
Bi 0.188 0.986 -2.231 1.010
N 0.028 3.387 -1.834 -0.148
C -0.245 3.918 -0.483 -0.239
C 0.962 3.848 0.445 -0.189
C 1.378 2.455 0.900 -0.289
N 1.907 1.669 -0.209 -0.092
H 0.940 3.678 -2.185 0.038
H -0.655 3.719 -2.509 0.000
H -1.080 3.354 -0.058 0.104
H -0.564 4.960 -0.562 0.117
H 0.732 4.445 1.330 0.115
H 1.811 4.346 -0.041 0.117
H 0.506 1.914 1.280 0.066
H 2.080 2.547 1.738 0.110
H 2.095 0.708 0.059 0.024
H 2.752 2.062 -0.611 0.065
Cl -1.217 3.502 -4.788 0.663
C -2.091 1.999 -4.658 -0.690
C -1.641 1.015 -3.793 -0.415
C -2.367 -0.167 -3.790 -0.716
Cl -1.809 -1.475 -2.771 0.604
C -3.500 -0.376 -4.569 -0.712
Cl -4.361 -1.866 -4.503 0.678
C -3.935 0.648 -5.406 -0.707
Cl -5.339 0.430 -6.374 0.683
C -3.223 1.844 -5.457 -0.708
Cl -3.758 3.106 -6.500 0.675
Te 2.208 1.369 -3.942 -0.005
C 2.560 -3.183 4.368 -0.185
Si 1.772 -1.831 3.333 0.387
C 0.938 -0.596 4.468 -0.187
C 3.110 -0.942 2.363 -0.163
C 0.572 -2.618 2.131 -0.585
Te -0.608 -1.234 0.998 1.214
C -2.162 -1.039 2.463 -0.594
Si -3.200 0.489 2.142 0.375
C -4.883 0.265 2.933 -0.184
C -3.401 0.746 0.293 -0.205
C -2.360 1.994 2.886 -0.171
H 3.246 -2.758 5.105 0.030
H 3.129 -3.878 3.747 0.029
H 1.807 -3.760 4.907 0.030
H 1.688 -0.130 5.111 0.035
H 0.195 -1.065 5.117 0.033
H 0.445 0.194 3.897 0.011
H 3.996 -0.790 2.984 0.038
H 2.772 0.040 2.027 0.005
H 3.411 -1.514 1.482 0.011
H -0.128 -3.302 2.614 0.012
H 1.124 -3.195 1.386 -0.020
H -1.697 -0.977 3.447 -0.009
H -2.773 -1.942 2.425 0.008
H -5.411 -0.585 2.496 0.031
H -5.506 1.151 2.798 0.030
H -4.789 0.082 4.006 0.031
H -3.858 -0.121 -0.188 0.037
H -2.435 0.916 -0.193 -0.030
H -4.032 1.614 0.089 0.037
H -1.999 1.791 3.897 0.032
H -3.065 2.826 2.947 0.033
H -1.506 2.324 2.289 0.002
C 2.739 -3.917 -1.063 -0.174
P 2.531 -2.311 -1.862 0.508
C 2.230 -2.683 -3.592 -0.182
C 4.140 -1.517 -1.770 -0.180
O 1.431 -1.523 -1.214 -0.593
H 3.508 -4.510 -1.557 0.055
H 1.789 -4.451 -1.101 0.060
H 3.017 -3.773 -0.018 0.039
H 3.003 -3.349 -3.978 0.057
H 2.219 -1.754 -4.163 -0.012
H 1.256 -3.166 -3.681 0.056
H 4.907 -2.139 -2.234 0.058
H 4.398 -1.346 -0.724 0.042
H 4.076 -0.559 -2.290 -0.012
```

Electronic energy, eV: -134519.668
HOMO level, eV: -6.862
LUMO, eV: 0.31

Computed ΔE to the lowest compared entry with this formula, charge and spin (kJ/mol) in order:
17.4; 2.3; 0.0